No. 1
Computed, not measured: a 2-piece molecular cluster, C6H13N4 overall at a distorted geometry, with wB97M-V/def2-TZVPD.

Computed properties:
LUMO ... -3.571 eV
Calculated total energy ... -455.11467 a.u.
Strongest force on any atom ... 0.080 hartree/bohr
ΔE to the lowest compared entry with this formula, charge and spin ... 2.607 eV
HOMO ... -0.498 Eh
Total charge ... +1
Kohn-Sham gap ... 9.97 eV

CARTESIAN COORDINATES (ANGSTROEM)
C -0.193 -2.900 0.930
C 0.493 1.465 -1.776
C -2.333 -2.401 0.960
C 0.568 2.691 -0.759
C -1.502 -1.150 0.791
C 1.388 0.499 -1.077
N -1.320 -3.456 1.175
N 0.366 1.928 0.492
N -0.244 -1.439 0.742
N 1.190 0.735 0.387
H 0.759 -3.382 1.142
H -0.417 1.006 -1.796
H 0.810 1.750 -2.785
H -2.997 -2.365 1.794
H -3.048 -2.715 0.170
H 1.656 3.131 -0.721
H -0.158 3.537 -1.040
H -1.764 -0.100 0.778
H 0.625 -0.264 0.871
H 1.138 -0.532 -1.228
H 2.494 0.553 -1.230
H 0.423 2.408 1.397
H 2.064 1.000 0.784

Listed below, in e, are the natural (NBO) charges computed for each atom: 0.20 -0.42 -0.38 -0.24 0.18 -0.23 -0.32 -0.50 -0.53 -0.41 0.22 0.22 0.25 0.27 0.29 0.18 0.26 0.23 0.47 0.22 0.23 0.40 0.40

---

No. 2
Computed, not measured: C5H5Cl as an isolated structure at a distorted geometry, with wB97M-V/def2-TZVPD.

Computed properties:
LUMO ... 0.697 eV
Calculated total energy ... -653.55762 a.u.
Strongest force on any atom ... 0.082 hartree/bohr
ΔE to the lowest compared entry with this formula, charge and spin ... 3.351 eV
HOMO ... -0.288 Eh
Kohn-Sham gap ... 8.54 eV

CARTESIAN COORDINATES (ANGSTROEM)
C -0.813 -0.971 0.427
C -0.662 1.114 -0.099
C 0.245 0.137 0.074
C -1.739 -0.085 0.161
C 1.666 -0.063 -0.212
Cl -3.403 0.066 -0.096
H -0.651 -1.889 0.840
H -0.614 2.007 -0.598
H 1.797 -1.088 -0.487
H 2.153 -0.068 0.806
H 2.020 0.841 -0.816

Listed below, in e, are the natural (NBO) charges computed for each atom: -0.32 -0.31 0.10 0.02 -0.68 0.06 0.22 0.21 0.24 0.23 0.24

---

No. 3
Computed, not measured: a 2-piece molecular cluster, C37H62F3N2O2S overall, with wB97M-V/def2-TZVPD.

Computed properties:
LUMO ... -2.968 eV
Calculated total energy ... -2404.60852 a.u.
Strongest force on any atom ... 0.017 hartree/bohr
HOMO ... -0.370 Eh
Total charge ... +1
Kohn-Sham gap ... 7.09 eV

CARTESIAN COORDINATES (ANGSTROEM)
C 6.643 -2.502 -1.512
C 6.387 -2.178 -2.989
C 6.455 -0.690 -3.372
C 7.583 0.152 -2.725
C 7.069 1.407 -2.011
C 6.588 1.171 -0.568
C 5.088 0.927 -0.465
C 4.557 0.877 0.969
C 3.225 0.121 1.014
C 2.555 0.144 2.380
C 1.114 -0.377 2.442
C 0.133 0.179 1.385
C -0.444 -0.838 0.389
C 0.561 -1.404 -0.638
C 0.984 -2.849 -0.450
O 1.719 -3.088 0.737
C 1.860 -3.296 -1.614
F 1.293 -3.074 -2.798
F 2.129 -4.595 -1.546
F 3.034 -2.656 -1.617
C -1.276 -1.932 1.060
O -2.072 -2.455 0.024
C -2.484 -1.383 -0.835
C -2.388 -1.855 -2.270
C -3.656 -2.546 -2.785
C -3.342 -3.823 -3.583
C -2.688 -4.853 -2.691
C -3.431 -5.460 -1.672
C -2.821 -6.364 -0.802
C -1.459 -6.663 -0.951
C -0.714 -6.075 -1.970
C -1.331 -5.169 -2.845
C -1.620 -0.166 -0.373
C -1.270 0.907 -1.388
C -2.472 1.605 -2.039
C -3.639 1.916 -1.107
S -3.077 3.200 0.060
H 7.622 -2.964 -1.387
H 6.653 -1.612 -0.889
H 5.924 -3.216 -1.123
H 7.040 -2.755 -3.639
H 5.379 -2.520 -3.228
H 6.601 -0.649 -4.451
H 5.488 -0.223 -3.198
H 8.230 0.496 -3.532
H 8.210 -0.444 -2.067
H 6.236 1.804 -2.591
H 7.843 2.174 -2.004
H 7.080 0.289 -0.158
H 6.885 2.001 0.073
H 4.876 -0.044 -0.921
H 4.516 1.671 -1.019
H 5.269 0.366 1.616
H 4.387 1.890 1.336
H 2.578 0.567 0.258
H 3.448 -0.901 0.692
H 2.618 1.154 2.788
H 3.159 -0.477 3.046
H 1.107 -1.464 2.416
H 0.727 -0.107 3.423
H 0.564 1.024 0.852
H -0.723 0.584 1.927
H 0.108 -1.354 -1.625
H 1.456 -0.788 -0.700
H 0.137 -3.533 -0.435
H 2.241 -2.300 0.914
H -0.695 -2.723 1.522
H -1.902 -1.444 1.819
H -3.523 -1.180 -0.555
H -1.544 -2.542 -2.320
H -2.137 -1.032 -2.937
H -4.253 -1.859 -3.385
H -4.276 -2.821 -1.930
H -4.257 -4.214 -4.022
H -2.643 -3.548 -4.372
H -4.477 -5.204 -1.574
H -3.406 -6.823 -0.019
H -0.995 -7.361 -0.269
H 0.334 -6.294 -2.108
H -0.770 -4.697 -3.639
H -2.232 0.303 0.402
H -0.684 0.450 -2.187
H -0.639 1.660 -0.923
H -2.120 2.557 -2.440
H -2.872 1.053 -2.886
H -4.447 2.342 -1.692
H -3.996 1.042 -0.575
H -4.040 3.153 0.990
C -6.776 5.086 6.459
C -7.021 5.273 4.972
N -5.788 5.632 4.249
C -5.232 4.934 3.202
C -4.131 5.618 2.806
N -4.035 6.723 3.617
C -5.047 6.710 4.479
C -2.996 7.755 3.553
H -6.411 6.001 6.925
H -7.707 4.811 6.950
H -6.045 4.298 6.639
H -7.754 6.058 4.788
H -7.396 4.357 4.524
H -5.686 4.025 2.849
H -3.405 5.443 2.031
H -5.234 7.453 5.235
H -2.434 7.766 4.483
H -3.456 8.725 3.386
H -2.328 7.527 2.730

Atomic partial charges in e from the Löwdin method, atoms 1 to 99: -0.10 -0.24 -0.20 -0.20 -0.20 -0.21 -0.22 -0.20 -0.23 -0.19 -0.17 -0.12 -0.34 -0.03 -0.25 0.02 -0.61 0.15 0.16 0.15 -0.13 -0.07 -0.25 -0.12 -0.17 -0.15 -0.24 -0.04 -0.07 -0.08 -0.08 -0.05 -0.22 -0.16 -0.26 -0.52 0.72 0.07 0.04 0.06 0.10 0.09 0.10 0.09 0.10 0.10 0.10 0.10 0.10 0.11 0.10 0.12 0.12 0.11 0.10 0.10 0.11 0.12 0.10 0.11 0.11 0.11 0.11 0.12 0.15 0.06 0.13 0.14 0.14 0.10 0.11 0.11 0.10 0.12 0.11 0.11 0.10 0.10 0.09 0.11 0.12 0.11 0.10 0.10 0.11 0.07 0.06 -0.18 -0.06 -0.15 -0.04 0.01 0.00 -0.08 -0.01 0.04 0.08 0.09 0.09

---

No. 4
Computed, not measured: C27H16Cl5N4ORuS2 as an isolated structure, with wB97M-V/def2-TZVPD.

Computed properties:
LUMO (alpha / beta) ... 3.961 / 3.963 eV
Calculated total energy ... -4525.02550 a.u.
Spin multiplicity ... 2
Strongest force on any atom ... 0.009 hartree/bohr
ΔE to the lowest compared entry with this formula, charge and spin ... 0.000 eV
HOMO (alpha / beta) ... -0.038 / -0.066 Eh
Total charge ... -2
Kohn-Sham gap (alpha / beta) ... 5.00 / 5.76 eV

CARTESIAN COORDINATES (ANGSTROEM)
Ru 0.704 0.061 0.545
Cl 1.049 0.603 3.832
C 2.361 -0.240 3.069
C 2.297 -0.524 1.694
C 3.379 -1.271 1.206
Cl 3.394 -1.766 -0.457
C 4.459 -1.666 1.994
Cl 5.773 -2.575 1.322
C 4.491 -1.331 3.341
Cl 5.828 -1.804 4.334
C 3.427 -0.619 3.883
Cl 3.452 -0.228 5.571
S 1.607 1.004 -1.368
C 0.958 2.606 -1.526
C 1.118 3.343 -2.702
C 0.562 4.606 -2.852
C 0.734 5.314 -4.085
N 0.882 5.869 -5.083
C -0.170 5.168 -1.784
C -0.312 4.449 -0.605
C 0.233 3.171 -0.455
S -0.003 2.255 0.995
C -0.774 6.462 -1.902
N -1.271 7.497 -1.988
H 1.677 2.909 -3.523
H -0.875 4.877 0.215
C -0.013 -2.733 -1.864
C -0.180 -3.553 -0.621
C -0.355 -4.927 -0.672
C -0.545 -5.679 0.482
C -0.560 -5.029 1.711
C -0.388 -3.658 1.810
C -0.384 -2.955 3.136
C -0.190 -2.892 0.635
N -0.039 -1.551 0.706
H 0.020 -3.368 -2.753
H 0.891 -2.124 -1.820
H -0.845 -2.028 -1.967
H -0.346 -5.419 -1.641
H -0.680 -6.753 0.426
H -0.704 -5.602 2.622
H -0.607 -3.651 3.947
H -1.112 -2.141 3.150
H 0.587 -2.491 3.329
O -4.820 0.432 0.652
N -4.072 0.964 -0.248
C -4.441 2.129 -0.838
C -3.666 2.717 -1.815
C -2.484 2.113 -2.226
C -2.113 0.930 -1.610
C -2.906 0.393 -0.621
H -5.369 2.531 -0.465
H -3.994 3.656 -2.241
H -1.852 2.573 -2.975
H -1.177 0.439 -1.842
H -2.641 -0.493 -0.060

Listed below, in e, are the natural (NBO) charges computed for each atom: 0.42 0.02 -0.08 -0.18 0.02 0.01 -0.13 0.01 -0.11 0.00 -0.09 0.01 -0.15 -0.09 -0.22 -0.20 0.32 -0.38 -0.21 -0.16 -0.23 -0.15 0.31 -0.38 0.22 0.22 -0.63 -0.06 -0.22 -0.29 -0.21 -0.07 -0.62 0.21 -0.72 0.19 0.24 0.21 0.18 0.19 0.18 0.19 0.23 0.22 -0.59 0.10 -0.04 -0.23 -0.22 -0.21 -0.01 0.21 0.22 0.23 0.25 0.25

---

No. 5
Computed, not measured: one molecule with the formula C5H10O2 at a distorted geometry, with wB97M-V/def2-TZVPD.

Computed properties:
LUMO ... 0.760 eV
Calculated total energy ... -347.00187 a.u.
Strongest force on any atom ... 0.044 hartree/bohr
ΔE to the lowest compared entry with this formula, charge and spin ... 0.641 eV
HOMO ... -0.380 Eh
Kohn-Sham gap ... 11.11 eV

CARTESIAN COORDINATES (ANGSTROEM)
C 0.922 0.364 -2.548
C -0.150 0.983 -1.604
C -0.989 -0.098 -0.892
C -0.218 -0.881 0.136
C -0.031 -0.350 1.497
O -0.887 -0.458 2.347
O 1.105 0.344 1.648
H 1.645 1.092 -2.957
H 1.404 -0.396 -1.934
H 0.396 -0.007 -3.422
H 0.335 1.521 -0.773
H -0.763 1.693 -2.172
H -1.882 0.342 -0.415
H -1.409 -0.821 -1.637
H 0.817 -1.043 -0.198
H -0.702 -1.850 0.248
H 1.254 0.547 2.580

Listed below, in e, are the natural (NBO) charges computed for each atom: -0.61 -0.40 -0.39 -0.52 0.79 -0.59 -0.69 0.21 0.20 0.20 0.20 0.21 0.22 0.20 0.21 0.24 0.50

---

No. 6
Computed, not measured: C4H18BO17 as an isolated structure at a distorted geometry, with wB97M-V/def2-TZVPD.

Computed properties:
LUMO ... 1.329 eV
Calculated total energy ... -1467.40484 a.u.
Strongest force on any atom ... 0.207 hartree/bohr
ΔE to the lowest compared entry with this formula, charge and spin ... 3.667 eV
HOMO ... -0.294 Eh
Total charge ... -1
Kohn-Sham gap ... 9.34 eV

CARTESIAN COORDINATES (ANGSTROEM)
O 1.782 -3.114 -0.294
C 2.024 -1.953 -0.563
O 1.277 -1.334 -1.343
B 1.405 0.087 -0.988
O 2.328 0.035 0.139
C 2.713 -1.132 0.301
O 3.254 -1.398 1.345
O 0.143 0.712 -0.580
C 0.050 1.647 -1.391
O -0.758 2.530 -1.031
C 1.118 1.862 -2.265
O 1.920 0.922 -2.102
O 1.263 2.741 -3.097
O -0.972 4.449 -3.339
H -0.154 3.965 -3.579
H -1.414 3.843 -2.758
O -3.448 3.699 -0.222
H -3.097 2.944 0.276
H -3.326 3.478 -1.162
O -1.154 -3.074 -2.363
H -0.615 -3.366 -1.618
H -1.583 -2.333 -1.961
O -0.271 0.662 2.222
H -1.116 0.508 2.654
H -0.306 0.489 1.315
O -0.844 4.177 1.374
H -0.073 4.740 1.458
H -0.629 3.670 0.560
O 1.755 -4.877 1.967
H 1.957 -4.711 2.900
H 1.829 -4.021 1.555
O -0.759 -5.011 0.952
H -0.566 -5.462 0.124
H 0.163 -4.719 1.140
O -3.003 1.191 0.402
H -2.215 1.227 -0.165
H -2.667 0.458 0.949
O 1.280 -1.508 3.240
H 2.063 -1.205 2.813
H 0.644 -0.821 3.134

Listed below, in e, are the natural (NBO) charges computed for each atom: -0.57 0.65 -0.60 1.12 -0.61 0.66 -0.57 -0.61 0.65 -0.62 0.67 -0.58 -0.56 -0.97 0.49 0.47 -0.96 0.49 0.45 -0.94 0.48 0.46 -0.95 0.47 0.48 -0.94 0.45 0.48 -0.96 0.48 0.50 -0.96 0.45 0.49 -0.93 0.48 0.46 -0.98 0.48 0.48

---

No. 7
Computed, not measured: a 2-piece molecular cluster, C6H11N3S2 overall at a distorted geometry, with wB97M-V/def2-TZVPD.

Computed properties:
LUMO (alpha / beta) ... 0.235 / 0.236 eV
Calculated total energy ... -1195.72243 a.u.
Strongest force on any atom ... 0.071 hartree/bohr
ΔE to the lowest compared entry with this formula, charge and spin ... 3.379 eV
HOMO (alpha / beta) ... -0.279 / -0.279 Eh
Kohn-Sham gap (alpha / beta) ... 7.83 / 7.83 eV

CARTESIAN COORDINATES (ANGSTROEM)
C -3.257 0.730 0.590
C -4.357 0.213 0.098
C -2.122 -0.021 0.135
C 3.536 0.196 -0.412
C 2.127 -2.017 -1.110
C -0.786 0.139 0.565
N -2.391 -1.013 -0.675
N 0.739 1.631 1.544
N -0.397 1.296 1.067
S -3.991 -1.305 -0.857
S 3.026 -1.411 0.361
H -3.124 1.573 1.292
H -5.344 0.393 0.255
H 3.040 1.140 0.087
H 3.494 0.124 -1.523
H 4.612 0.376 -0.283
H 2.796 -2.617 -1.701
H 1.221 -2.475 -0.720
H -0.002 -0.475 0.206
H 1.705 -1.131 -1.780
H 0.736 2.674 1.738
H -1.261 1.982 1.123

Listed below, in e, are the natural (NBO) charges computed for each atom: -0.32 -0.31 0.13 -0.76 -0.75 -0.12 -0.61 -0.52 -0.16 0.57 0.16 0.22 0.22 0.24 0.22 0.21 0.22 0.23 0.23 0.22 0.32 0.36

---

No. 8
Computed, not measured: a 2-piece molecular cluster, C3H5NO3 overall at a distorted geometry, with wB97M-V/def2-TZVPD.

Computed properties:
LUMO (alpha / beta) ... -1.032 / -0.795 eV
Calculated total energy ... -397.55166 a.u.
Strongest force on any atom ... 0.067 hartree/bohr
ΔE to the lowest compared entry with this formula, charge and spin ... 7.756 eV
HOMO (alpha / beta) ... -0.327 / -0.325 Eh
Kohn-Sham gap (alpha / beta) ... 7.86 / 8.04 eV

CARTESIAN COORDINATES (ANGSTROEM)
C -1.003 1.576 -0.500
C 0.251 1.310 -0.591
C 0.433 -0.594 0.896
N 0.944 -1.361 -0.143
O 2.115 -1.247 -0.470
O 0.118 -2.102 -0.695
O -0.833 -0.817 1.240
H -1.522 2.354 -1.048
H -1.637 1.012 0.183
H 1.197 1.448 -1.047
H 1.086 -0.103 1.596
H -1.150 -1.476 0.578

Listed below, in e, are the natural (NBO) charges computed for each atom: -0.48 -0.09 0.23 0.44 -0.40 -0.46 -0.66 0.23 0.23 0.22 0.23 0.51